C2H2OS2 | the ωB97M-V functional and the def2-TZVPD basis

## Properties
Structure (SMILES) ... O=C=C=S.S
Molecular weight ... 106.17 g/mol
Gap between HOMO and LUMO (alpha / beta) ... 0.2417 / 0.2410 Eh
Multiplicity ... 1

XYZ file:
```
7
Properties=species:S:1:pos:R:3:forces:R:3
O 1.519911 -0.370960 2.263190 -0.41 -0.57 -1.22
C 1.406893 -0.595242 1.108068 0.78 0.82 -0.13
C 1.498453 -0.631415 -0.197705 -0.64 -0.49 -0.37
S 1.289653 -0.865337 -1.773112 0.27 0.24 1.70
S -2.168215 0.474822 0.076403 0.89 1.30 -1.39
H -1.479497 1.653301 -0.197737 -0.56 -0.82 0.80
H -2.067198 0.334831 -1.279107 -0.32 -0.48 0.61
```
Forces are in eV/Å.

Taken from the Mulliken analysis, the atomic charges in e are:
1 O -0.374
2 C 0.843
3 C -0.259
4 S -0.196
5 S -0.335
6 H 0.168
7 H 0.153



C5H9Br2ClO3P | the ωB97M-V functional and the def2-TZVPD basis

## Properties
Net charge ... -1
Molecular weight ... 343.36 g/mol
Gap between HOMO and LUMO (alpha / beta) ... 0.2086 / 0.2085 Eh
Multiplicity ... 1

XYZ file:
```
21
Properties=species:S:1:pos:R:3:forces:R:3
C -2.382119 -1.456767 -0.276931 1.47 -0.48 1.17
C -0.921932 -0.917501 -0.233977 -1.03 0.80 -3.27
C -0.300366 -0.615300 1.058792 0.54 0.96 2.92
C 0.114743 0.809061 1.627659 -3.11 -1.67 1.94
C 1.836967 1.075395 -1.575007 1.49 0.54 -0.11
O 2.160409 3.298386 -0.399940 -0.36 -0.59 -0.08
O -0.338102 2.489551 -0.652628 -0.82 0.31 -0.60
O 1.184151 1.363841 1.025208 2.45 1.78 -2.33
P 1.077849 2.280726 -0.370726 0.42 -0.81 2.14
Cl 1.656242 1.507708 -3.214409 -0.10 -0.53 0.37
Br 3.176508 -0.035396 -1.104251 -1.14 0.27 -0.42
Br 2.915431 -3.001817 -0.882777 0.00 -0.06 0.03
H -2.500588 -2.051978 0.630117 -0.19 -0.66 -0.25
H -3.149463 -0.739786 -0.188631 -0.69 1.41 -0.02
H -2.577774 -2.012974 -1.184199 0.10 -0.36 -0.05
H -0.286502 -1.675427 -0.626260 0.30 -0.87 -0.82
H -0.922300 -0.113706 -1.014070 0.47 -0.18 0.83
H -1.020779 -1.033754 1.758860 -0.10 0.27 0.80
H 0.589266 -1.228137 1.291437 -0.12 0.11 -0.73
H -0.773774 1.563300 1.614261 1.33 -1.40 0.35
H 0.462136 0.494576 2.717472 -0.90 1.16 -1.87
```
Forces are in eV/Å.

Atom charges from the Mulliken analysis, given in e for atoms 1 to 8:
1 C -1.432
2 C 0.207
3 C -0.801
4 C -0.374
5 C 0.239
6 O -0.667
7 O -0.677
8 O -0.329



C5H6BrCl2NS | the ωB97M-V functional and the def2-TZVPD basis

## Properties
Molecular weight ... 262.99 g/mol
Gap between HOMO and LUMO (alpha / beta) ... 0.2617 / 0.2567 Eh
Multiplicity ... 1

XYZ file:
```
16
Properties=species:S:1:pos:R:3:forces:R:3
C 0.427893 0.274348 0.801807 -0.12 -0.98 -2.35
C 0.808865 -0.394058 -1.526388 0.28 2.47 0.32
C -1.231439 1.697608 -1.282446 0.73 -0.54 2.20
C 0.757137 0.360069 2.195069 -3.20 4.24 0.65
C 0.219678 -1.423054 -2.402705 0.13 -2.11 -0.30
N 0.826889 -0.356194 -0.177541 -0.56 0.62 -1.13
S -1.356840 1.441996 0.402247 0.65 0.02 -2.47
Cl -1.523063 -1.706904 -2.344846 -0.61 0.21 0.62
Cl 1.025388 -3.032629 -2.006779 0.00 0.07 0.05
Br -0.327526 3.261561 -1.937608 -0.26 -0.45 0.00
H 1.544546 0.286543 -2.050882 -0.91 -0.78 0.86
H -1.706723 1.066292 -2.016917 -0.13 0.24 -0.06
H 1.645921 -0.045120 2.505747 1.89 -1.28 0.82
H -0.199479 0.034757 2.692152 1.22 0.07 0.10
H 0.756252 1.568290 2.380908 0.16 -2.91 -0.18
H 0.344910 -1.418209 -3.499091 0.74 1.12 0.87
```
Forces are in eV/Å.

Atom charges from the Mulliken analysis, given in e for atoms 1 to 8:
1 C 0.606
2 C -0.250
3 C -0.337
4 C -1.084
5 C -0.115
6 N -0.214
7 S -0.147
8 Cl -0.143



C5H15NO2 | the ωB97M-V functional and the def2-TZVPD basis

## Properties
Structure (SMILES) ... CN1CCCC1.O.O
Molecular weight ... 121.18 g/mol
Gap between HOMO and LUMO ... 0.3339 Eh
Multiplicity ... 1

XYZ file:
```
23
Properties=species:S:1:pos:R:3:forces:R:3
C 2.495209 1.451807 0.573141 1.29 -0.37 -0.27
N 1.385288 0.577223 0.843473 0.13 -0.16 -0.01
C 1.331524 -0.600908 -0.054278 1.27 1.55 -0.83
C -0.129412 -0.896775 -0.215873 -1.57 0.32 0.50
C -0.932107 0.123691 0.653597 0.94 -0.84 0.48
C 0.107660 1.239901 0.887820 -1.39 0.32 0.39
H 3.424600 0.947131 0.872798 -0.09 -0.03 -0.26
H 2.557671 2.401506 1.098959 -0.77 -0.04 0.39
H 2.594335 1.705163 -0.498218 -0.12 -0.09 0.00
H 1.739199 -0.256229 -1.056425 -0.19 -0.59 0.73
H 2.004018 -1.405872 0.303953 -0.61 0.32 -0.07
H -0.439354 -1.879117 0.123211 0.16 -0.37 -0.52
H -0.489387 -0.674826 -1.221382 0.33 -0.69 -0.02
H -1.227801 -0.361554 1.573636 0.37 -0.01 0.57
H -1.905266 0.279666 0.198921 0.16 0.96 -0.27
H -0.084468 2.034522 0.146577 0.53 -0.05 -0.24
H 0.045138 1.729722 1.876660 -0.36 -0.17 -0.38
O -0.563263 -0.807775 -3.843685 -0.08 0.07 -0.04
H -0.469588 -0.432197 -2.959192 -0.08 0.00 -0.33
H -1.298869 -0.340392 -4.260175 0.18 -0.05 0.18
O -3.714266 -1.422061 1.610731 -0.36 0.09 -0.22
H -3.162265 -1.449145 2.390072 0.20 -0.05 0.24
H -3.268594 -1.963480 0.955689 0.07 -0.10 -0.02
```
Forces are in eV/Å.

Atom charges from the Mulliken analysis, given in e for atoms 1 to 8:
1 C -1.067
2 N -0.009
3 C -0.366
4 C 0.247
5 C -0.423
6 C -0.816
7 H 0.308
8 H 0.332



Which value of molecular weight does entry 4 give?
121.18 g/mol